# C29H39ClF7NO26PS

A cluster of 8 separate species, C29H39ClF7NO26PS in total (ωB97M-V/def2-TZVPD, the Open Molecules 2025 dataset).

Atoms and positions in Å:
O  -1.647886  -0.912252  0.808293
S  -2.695939  -1.602542  0.107544
O  -3.997782  -1.025474  0.083639
Cl  -2.872591  -3.440668  0.902813
C  -2.117563  -1.865940  -1.560174
C  -1.319812  -3.126225  -1.879985
C  -0.044522  -3.311770  -1.056703
C  1.098417  -2.353045  -1.429323
C  1.205607  -1.206627  -0.420630
C  0.941984  0.142280  -1.057170
N  1.137836  1.242569  -0.028134
C  1.490921  0.707171  1.329900
C  2.613003  -0.332215  1.273756
P  2.346031  -1.453233  2.800089
O  3.143710  -2.750046  2.310904
O  3.372440  -0.804464  3.898218
O  2.520109  -1.153752  0.110406
H  -1.546248  -0.954727  -1.750160
H  -3.016884  -1.825489  -2.177909
H  -1.082084  -3.057405  -2.945099
H  -1.952421  -4.006002  -1.755201
H  -0.260304  -3.201003  0.007224
H  0.277241  -4.345253  -1.190111
H  2.047675  -2.885644  -1.376468
H  0.973124  -1.976618  -2.448794
H  0.473902  -1.399050  0.368025
H  1.679303  0.299194  -1.843744
H  -0.059691  0.248164  -1.468300
H  1.886973  1.855561  -0.348591
H  0.257858  1.760413  0.041503
H  0.585867  0.243114  1.731144
H  1.738455  1.535839  1.992367
H  3.585146  0.168048  1.248635
H  3.846649  -3.083078  2.895893
H  2.931848  -0.063776  4.341771
C  -3.801525  2.930357  -0.026801
C  -4.014469  2.585834  -1.486468
O  -2.843186  3.144178  -2.098621
C  -1.868787  3.162625  -1.170454
O  -0.703810  3.323318  -1.410459
O  -2.358797  2.947189  0.053133
F  -5.094581  3.182945  -2.021920
H  -4.185522  3.922580  0.211819
H  -4.213514  2.200227  0.659014
H  -4.047814  1.515605  -1.690436
C  -6.025603  5.600452  -4.038424
C  -5.249019  6.238724  -5.171254
O  -5.183403  7.590653  -4.765904
C  -5.255588  7.628991  -3.404109
O  -4.990023  8.565737  -2.734963
O  -5.664350  6.423365  -2.929315
F  -5.895806  6.150582  -6.355762
H  -7.099335  5.675832  -4.218618
H  -5.753634  4.567556  -3.848133
H  -4.233864  5.857360  -5.298596
C  -5.991013  -0.171605  2.680620
C  -7.263721  -0.553527  3.403365
O  -7.361634  0.454191  4.395731
C  -6.724026  1.560323  3.931732
O  -6.828573  2.648943  4.387285
O  -5.961297  1.248971  2.852777
F  -7.176932  -1.765237  3.996817
H  -5.117205  -0.612159  3.164124
H  -5.993732  -0.433460  1.627700
H  -8.162623  -0.527008  2.786220
C  7.829217  -3.608003  1.949876
C  8.368375  -4.373245  3.140334
O  7.571386  -3.868938  4.202809
C  6.391124  -3.466023  3.683204
O  5.419096  -3.217898  4.324978
O  6.463614  -3.391016  2.337791
F  9.667556  -4.090857  3.390334
H  8.329536  -2.644182  1.845625
H  7.875859  -4.148531  1.013900
H  8.243761  -5.454597  3.091657
C  10.965846  -7.466322  0.204782
C  10.269536  -6.757402  1.347466
O  9.472889  -7.773951  1.902150
C  10.076790  -8.979176  1.634603
O  9.796221  -9.999207  2.154220
O  11.039048  -8.804105  0.697376
F  9.449138  -5.750629  0.922377
H  10.350462  -7.442108  -0.696238
H  11.958176  -7.083640  -0.013325
H  10.934590  -6.355337  2.113519
C  -9.168405  3.019038  -0.532784
C  -9.379723  2.226164  0.742040
O  -8.340038  1.254905  0.658240
C  -7.337101  1.782747  -0.084535
O  -6.233517  1.335065  -0.131207
O  -7.754103  2.881406  -0.736596
F  -10.569762  1.595646  0.771180
H  -9.701103  2.557037  -1.364658
H  -9.438528  4.067016  -0.451457
H  -9.255067  2.796642  1.664068
C  3.680819  4.565582  -1.918191
C  4.818267  4.598241  -2.922038
O  5.588646  3.465042  -2.541243
C  4.769861  2.571532  -1.950430
O  5.013556  1.435010  -1.724207
O  3.578313  3.159461  -1.644244
F  5.570753  5.707781  -2.806669
H  3.954952  5.095990  -1.005771
H  2.740210  4.949327  -2.301764
H  4.512761  4.481930  -3.962900

Atomic forces in eV per Å
-0.05 -0.13 0.16
0.42 0.46 0.01
-0.25 0.07 -0.10
-0.05 -0.11 0.05
-0.41 -0.22 -0.54
0.06 0.01 0.39
0.09 -0.17 -0.37
-0.07 -0.01 0.43
-0.08 -0.02 -0.14
0.15 0.03 -0.07
0.02 -0.36 0.19
-0.19 -0.36 0.23
0.08 0.11 0.04
-0.62 -0.09 0.05
0.32 -0.09 0.05
0.02 0.47 -0.28
-0.08 0.14 -0.04
-0.06 -0.09 0.04
-0.01 0.00 0.09
0.05 -0.08 0.04
-0.11 0.11 -0.03
-0.01 -0.17 -0.03
0.05 0.04 -0.04
0.02 0.07 -0.12
0.10 -0.04 -0.01
0.21 0.14 0.02
-0.05 0.06 -0.01
0.09 0.06 0.06
-0.14 0.30 -0.12
0.31 0.43 -0.15
-0.06 0.12 -0.13
0.10 0.08 -0.18
0.08 -0.22 0.04
0.12 0.21 0.16
0.18 -0.31 0.23
-0.11 -0.08 0.17
0.00 0.19 0.15
0.13 -0.28 0.00
0.12 0.18 -0.21
-0.05 -0.26 0.16
-0.03 -0.03 0.12
0.10 0.08 -0.08
-0.01 0.02 -0.11
0.17 -0.08 0.01
-0.13 0.02 -0.06
-0.05 -0.16 -0.02
-0.08 0.09 0.04
0.22 -0.04 0.07
-0.09 0.03 0.00
-0.04 -0.01 -0.02
0.02 -0.01 0.00
-0.06 0.05 0.02
0.01 0.04 -0.09
0.07 0.04 0.11
-0.03 -0.05 -0.10
0.10 -0.19 -0.22
0.07 0.03 0.10
-0.16 0.11 -0.16
0.09 0.09 0.07
0.01 -0.03 -0.02
-0.06 -0.07 0.04
0.06 0.03 0.08
-0.08 -0.06 0.10
-0.01 0.22 -0.05
0.00 -0.12 0.00
-0.07 0.06 -0.13
-0.02 0.15 0.06
-0.10 -0.19 0.01
0.12 0.09 0.10
-0.16 -0.05 -0.29
0.02 0.00 0.05
0.00 0.04 0.02
0.08 -0.03 0.09
-0.20 -0.06 0.02
0.07 -0.01 -0.01
0.03 0.05 -0.08
-0.04 -0.09 0.00
0.16 -0.01 0.20
-0.04 -0.03 -0.10
-0.04 0.02 -0.04
-0.01 0.00 0.02
0.13 -0.15 -0.17
-0.04 0.07 0.02
0.06 -0.12 0.08
-0.04 0.14 -0.04
-0.08 0.08 -0.01
-0.03 -0.02 -0.06
0.13 0.13 0.19
0.06 -0.05 0.01
-0.22 -0.05 -0.15
-0.03 -0.04 0.02
0.02 -0.07 -0.06
-0.04 -0.04 0.04
0.15 0.03 0.03
-0.08 -0.02 0.03
-0.08 0.06 -0.01
0.02 0.02 0.11
-0.08 -0.11 -0.20
-0.01 -0.06 0.11
0.01 0.02 0.05
-0.22 0.06 0.09
0.05 -0.02 0.08
0.08 0.04 -0.04
-0.04 -0.15 -0.04
0.04 0.08 -0.02

Calculated values
Total charge: +1
Orbital gap: 8.46 eV

Atomic partial charges in e from the Mulliken method, atoms 1 to 6: atom 1 (O): -0.431, atom 2 (S): 0.841, atom 3 (O): -0.389, atom 4 (Cl): -0.200, atom 5 (C): -0.053, atom 6 (C): -1.166

***

# C29H39F12N2O10S2

A cluster of 5 separate species, C29H39F12N2O10S2 in total in a non-equilibrium geometry (ωB97M-V/def2-TZVPD, the Open Molecules 2025 dataset).

Atoms and positions in Å:
C  1.952164  -0.661155  -1.684288
C  1.172067  0.672846  -1.804144
S  2.123232  1.895248  -2.776263
C  2.922027  2.833047  -1.412343
N  4.221437  3.380244  -1.760403
S  4.323391  5.063308  -1.498649
C  5.372416  2.598861  -1.234145
C  6.596626  2.949688  -2.165706
N  7.635585  1.940094  -2.209658
C  5.816371  2.958479  0.207384
C  4.729203  2.953751  1.263859
C  4.277273  1.812988  1.887266
C  3.297973  1.844487  2.847030
C  2.730145  3.039106  3.214600
C  3.174317  4.203025  2.639764
C  4.154993  4.138287  1.681315
C  5.164663  1.054900  -1.444456
O  5.162763  0.274196  -0.450201
O  5.061014  0.695081  -2.624867
H  2.882939  -0.624449  -2.255190
H  2.250866  -0.856456  -0.649910
H  1.338617  -1.508835  -2.011789
H  1.089453  1.089160  -0.793187
H  0.150693  0.571506  -2.170656
H  2.256798  3.673019  -1.187219
H  2.925799  2.198898  -0.520781
H  5.044946  5.469889  -2.570387
H  6.214046  3.164317  -3.164688
H  7.023529  3.890734  -1.785522
H  7.814533  1.520281  -1.309733
H  7.449328  1.250643  -2.920535
H  6.315031  3.932213  0.226120
H  6.576295  2.227109  0.507321
H  4.697080  0.846028  1.637534
H  2.945507  0.932991  3.317629
H  1.934018  3.087761  3.952637
H  2.777037  5.183141  2.881579
H  4.528169  5.046269  1.216405
C  -5.958255  1.806895  -1.785544
C  -5.194222  0.505345  -1.691282
O  -3.858518  0.709724  -1.190204
C  -3.746026  0.792728  0.125631
O  -4.665317  0.722925  0.892640
C  -2.273590  0.941244  0.526953
F  -1.638741  1.825337  -0.243809
F  -1.631558  -0.230672  0.413875
F  -2.147932  1.343753  1.791565
H  -5.408689  2.533188  -2.386748
H  -6.930089  1.636799  -2.234724
H  -6.105013  2.251491  -0.800335
H  -5.080501  0.068594  -2.681248
H  -5.719584  -0.221634  -1.075382
C  -4.187300  -2.733342  2.152948
C  -5.671713  -2.550514  2.383360
O  -6.420727  -3.635912  1.795063
C  -6.514210  -4.745632  2.511182
O  -6.037081  -4.932931  3.590905
C  -7.382076  -5.769510  1.764602
F  -7.067471  -5.836642  0.463678
F  -8.681964  -5.439031  1.844815
F  -7.245077  -6.990848  2.273335
H  -3.977006  -2.854261  1.089181
H  -3.635281  -1.871358  2.525896
H  -3.817729  -3.626967  2.656468
H  -6.013897  -1.641482  1.892096
H  -5.904216  -2.453059  3.443165
C  -9.819834  -3.358181  -1.351873
C  -9.246059  -3.420423  -2.751102
O  -9.456874  -2.178010  -3.453529
C  -8.581691  -1.217034  -3.202629
O  -7.652872  -1.291533  -2.452579
C  -8.894445  0.021724  -4.053684
F  -10.200411  0.313379  -4.065780
F  -8.525016  -0.158559  -5.328190
F  -8.247790  1.094879  -3.592684
H  -10.873290  -3.076722  -1.383617
H  -9.726584  -4.325483  -0.859070
H  -9.302772  -2.611909  -0.748542
H  -9.757717  -4.184817  -3.332422
H  -8.186885  -3.674685  -2.738728
C  7.753959  -1.876791  0.536705
C  7.527624  -0.615458  1.336301
O  7.668327  -0.873498  2.758313
C  8.895901  -0.877500  3.238538
O  9.904710  -0.692920  2.619121
C  8.858061  -1.113522  4.755825
F  8.009599  -2.095829  5.089737
F  8.462546  -0.006824  5.402912
F  10.059767  -1.447814  5.231484
H  7.088024  -2.669811  0.879686
H  7.566609  -1.688960  -0.519488
H  8.777641  -2.239763  0.652739
H  6.510577  -0.263207  1.182513
H  8.200331  0.184344  1.026238

Atomic forces in eV per Å
-0.29 -0.14 0.03
0.98 -0.05 0.72
-0.47 0.15 -0.18
-0.78 0.55 0.08
0.22 -0.64 0.68
0.06 0.33 -0.10
1.19 0.25 -0.62
-0.32 0.12 0.70
0.67 0.72 -0.43
-0.35 -0.39 0.37
0.29 0.18 -0.20
0.51 -1.46 0.06
-0.49 -0.31 0.39
-0.88 0.40 0.75
-0.09 0.61 -0.19
0.73 0.88 -0.70
-0.45 -1.04 -0.09
0.22 0.85 0.09
0.00 0.31 -0.33
-0.15 -0.03 -0.04
-0.08 0.08 -0.08
0.13 0.07 -0.05
-0.20 0.11 -0.20
0.19 0.00 -0.28
0.05 -0.14 0.01
0.31 -0.07 -0.18
-0.27 -0.35 -0.06
0.06 -0.34 0.00
0.01 -0.12 -0.09
-0.13 -0.19 -0.08
-0.30 -0.26 0.36
-0.20 0.00 -0.13
-0.11 -0.01 -0.17
0.00 0.20 -0.25
0.14 -0.05 -0.09
0.08 -0.14 -0.01
-0.14 -0.17 0.21
-0.15 0.05 0.15
0.24 0.31 0.33
-0.54 -0.05 -0.34
0.42 -0.02 0.07
-0.81 -0.18 -0.53
0.36 0.01 0.48
0.92 0.23 0.24
-0.23 0.01 -0.07
-0.27 -0.11 -0.08
-0.32 -0.05 0.00
-0.02 -0.08 -0.09
0.22 0.02 0.17
-0.01 -0.09 0.03
0.26 0.00 0.05
0.12 0.05 0.12
0.04 -0.33 -0.07
0.47 0.59 0.10
-0.32 -0.15 -0.10
0.32 0.68 0.18
-0.15 -0.34 -0.02
-0.24 -0.55 -0.33
0.06 0.12 0.04
0.05 0.16 0.08
0.09 0.13 0.14
-0.02 0.14 -0.01
-0.05 0.03 -0.01
-0.02 0.06 0.10
-0.15 -0.16 -0.16
-0.07 -0.27 0.00
-0.03 0.33 0.06
-0.05 -0.59 0.36
0.02 0.22 -0.25
-0.03 -0.69 0.20
0.07 0.35 -0.08
-0.31 0.74 -0.47
0.01 -0.18 0.21
0.16 -0.25 0.11
-0.22 -0.31 -0.18
-0.02 -0.11 -0.04
0.02 -0.01 -0.04
0.09 -0.08 0.01
-0.08 0.21 -0.17
0.04 0.23 -0.02
0.31 -0.24 0.20
-0.38 0.03 -0.64
0.15 0.06 0.37
-0.33 0.16 -0.77
0.22 -0.06 0.37
0.01 -0.19 0.60
0.00 0.01 -0.13
0.00 0.07 -0.16
0.04 0.05 -0.18
-0.12 0.08 -0.08
-0.12 0.08 0.04
0.02 0.08 -0.05
0.01 -0.04 0.15
0.17 -0.06 0.23

Calculated values
Total charge: -1
Orbital gap: 6.50 eV

Atomic partial charges in e from the Mulliken method, atoms 1 to 6: atom 1 (C): -1.036, atom 2 (C): -0.194, atom 3 (S): -0.312, atom 4 (C): -0.370, atom 5 (N): -0.033, atom 6 (S): -0.269